No. 1
# C4H12

2 unconnected molecules or ions with the total composition C4H12 (the ωB97M-V functional and the def2-TZVPD basis, OMol25).

Each line ends with the Mulliken charge.
Atoms and positions in Å:
H  -1.30194  1.51941  0.51838  0.278
H  -0.81375  -0.53454  -1.10541  0.051
C  -0.44287  1.27435  1.15790  -0.518
H  1.11528  -1.49375  -0.21736  0.246
H  -0.14146  -2.52688  0.27353  0.274
C  0.39781  -2.21745  -0.63080  -0.856
H  0.93035  -2.98808  -1.16290  0.316
C  0.66599  2.32032  1.01336  -0.869
H  0.41254  3.05538  0.24728  0.249
C  -0.60229  -1.49706  -1.58399  -0.548
H  1.64471  1.90794  0.75706  0.308
H  0.87098  2.87613  1.93854  0.271
H  -0.19570  0.26362  0.87719  -0.115
H  -0.86450  1.25954  2.15031  0.370
H  -0.08133  -1.29387  -2.53124  0.254
H  -1.59382  -1.92505  -1.70186  0.289

Values from the calculation:
ΔE to the lowest compared entry with this formula, charge and spin, eV: 0.362
HOMO energy, eV: -11.5919
Structure (SMILES): CC.CC
LUMO energy, eV: 1.15
Frontier orbital gap, eV: 12.74

***

No. 2
# C4H12

2 unconnected molecules or ions with the total composition C4H12 (the ωB97M-V functional and the def2-TZVPD basis, OMol25).

Each line ends with the Mulliken charge.
Atoms and positions in Å:
H  0.73139  -1.93254  0.01879  0.288
H  -0.40703  2.44921  -2.13491  0.277
C  0.47390  1.86355  -0.18866  -0.664
H  -1.10216  -3.45796  0.17863  0.265
C  0.17910  -1.91446  0.94027  -0.748
H  -1.61578  -2.80444  1.79704  0.283
H  1.37810  2.31036  -2.09879  0.246
H  0.78686  -2.45920  1.65712  0.313
H  -1.92454  -1.94992  0.36007  0.267
C  0.48412  2.62178  -1.55838  -0.839
H  1.37662  1.26815  -0.10300  0.261
H  0.12757  -0.88792  1.29159  0.184
H  -0.38992  1.20775  -0.19321  0.153
C  -1.16713  -2.58576  0.83038  -0.848
H  0.68168  3.68728  -1.41660  0.259
H  0.38721  2.58411  0.61967  0.304

Values from the calculation:
ΔE to the lowest compared entry with this formula, charge and spin, eV: 0.279
HOMO energy, eV: -11.6338
Structure (SMILES): CC.CC
LUMO energy, eV: 1.14
Frontier orbital gap, eV: 12.77

***

No. 3
# C4H12

2 unconnected molecules or ions with the total composition C4H12 (the ωB97M-V functional and the def2-TZVPD basis, OMol25).

Each line ends with the Mulliken charge.
Atoms and positions in Å:
H  1.41770  -0.64088  0.96427  0.254
H  0.61058  0.21656  -0.83447  -0.139
H  1.22755  1.00143  1.46395  0.291
H  -0.42579  1.62700  -1.50139  0.311
H  1.77780  -0.22366  2.56770  0.353
C  1.04215  -0.02166  1.79030  -0.953
C  -0.39028  -0.27691  2.21190  -0.716
C  -0.76247  -0.37384  -2.33966  -0.902
H  -1.49443  -0.84989  -1.68170  0.285
H  -1.31769  0.08241  -3.15526  0.297
H  -1.06605  0.18587  1.49540  0.233
H  -0.59627  0.17930  3.18387  0.295
H  -0.60630  -1.34062  2.25624  0.251
H  -0.10633  -1.12322  -2.77684  0.265
H  0.90541  0.95725  -2.38060  0.334
C  0.11269  0.70257  -1.66310  -0.460

Values from the calculation:
ΔE to the lowest compared entry with this formula, charge and spin, eV: 0.207
HOMO energy, eV: -11.5883
Structure (SMILES): CC.CC
LUMO energy, eV: 1.17
Frontier orbital gap, eV: 12.76

***

No. 4
# C4H12

2 unconnected molecules or ions with the total composition C4H12 (the ωB97M-V functional and the def2-TZVPD basis, OMol25).

Each line ends with the Mulliken charge.
Atoms and positions in Å:
H  0.76827  -0.31478  3.39754  0.268
H  -0.35079  1.00756  3.24717  0.255
H  -1.79907  0.44522  -2.25100  0.312
C  0.87688  0.68770  1.52260  -0.713
C  0.19352  -0.58631  -2.48684  -0.840
H  -1.79828  -1.05365  -1.63061  0.279
H  0.07043  -1.00893  -3.48810  0.335
H  0.85314  0.26124  -2.66771  0.263
H  0.76070  -1.33167  -1.93503  0.257
H  -0.90362  0.13222  -0.76391  0.037
C  -1.08336  -0.22694  -1.77504  -0.653
H  -0.75418  -0.56840  2.53139  0.320
H  1.01998  -0.15221  0.83844  0.164
H  0.25194  1.31887  0.88947  0.222
C  0.04419  0.13933  2.71529  -0.850
H  1.75237  1.16071  1.94205  0.344

Values from the calculation:
ΔE to the lowest compared entry with this formula, charge and spin, eV: 0.409
HOMO energy, eV: -11.5863
Structure (SMILES): CC.CC
LUMO energy, eV: 1.13
Frontier orbital gap, eV: 12.71

***

No. 5
# C4H12

2 unconnected molecules or ions with the total composition C4H12 (the ωB97M-V functional and the def2-TZVPD basis, OMol25).

Each line ends with the Mulliken charge.
Atoms and positions in Å:
C  0.84932  -0.75879  2.21466  -0.696
H  -0.15065  -0.68587  1.79249  0.183
H  -0.94690  -0.48008  -1.00009  0.132
H  -2.45786  -0.19176  -2.03923  0.314
H  2.26552  0.06838  0.80415  0.268
H  -0.58138  1.20176  -2.90846  0.264
H  -1.67887  2.27800  -2.05165  0.290
H  0.81117  -1.65960  2.83791  0.277
H  -2.33958  0.38722  -0.47158  0.261
H  2.74568  -1.53530  1.34664  0.311
C  1.88674  -0.90912  1.11102  -0.851
H  1.02619  0.13825  2.80064  0.256
H  1.51000  -1.21148  0.13185  0.257
C  -1.71422  0.19374  -1.35593  -0.706
C  -1.01382  1.42563  -1.94006  -0.810
H  -0.21133  1.73901  -1.27237  0.249

Values from the calculation:
ΔE to the lowest compared entry with this formula, charge and spin, eV: 0.298
HOMO energy, eV: -11.6659
Structure (SMILES): CC.CC
LUMO energy, eV: 1.12
Frontier orbital gap, eV: 12.79

***

No. 6
# C4H12

2 unconnected molecules or ions with the total composition C4H12 (the ωB97M-V functional and the def2-TZVPD basis, OMol25).

Each line ends with the Mulliken charge.
Atoms and positions in Å:
H  -1.42298  1.00144  -0.08900  0.268
H  1.20141  -1.26661  1.37743  0.226
H  2.49956  -0.33734  2.26687  0.336
C  -2.60276  -0.24426  -1.11457  -0.969
H  -2.64821  -1.04079  -1.87095  0.330
H  -3.27894  -0.29565  -0.22381  0.274
C  1.75226  -0.28370  1.45738  -0.782
H  -1.00305  -0.52378  0.17373  0.279
H  2.24825  1.37541  0.14184  0.244
H  -0.47085  0.19926  -1.46889  0.256
C  2.17610  0.26181  0.13891  -0.594
H  1.48993  -0.21604  -0.64108  0.116
C  -1.21446  0.10768  -0.64097  -0.678
H  0.99413  0.52623  1.95052  0.166
H  -2.97117  0.78472  -1.49420  0.241
H  3.25077  -0.04840  0.03679  0.289

Values from the calculation:
ΔE to the lowest compared entry with this formula, charge and spin, eV: 1.263
HOMO energy, eV: -10.9760
Structure (SMILES): CC.CC
LUMO energy, eV: 1.11
Frontier orbital gap, eV: 12.09

***

No. 7
# C4H12

2 unconnected molecules or ions with the total composition C4H12 (the ωB97M-V functional and the def2-TZVPD basis, OMol25).

Each line ends with the Mulliken charge.
Atoms and positions in Å:
H  0.67272  0.54913  -1.52929  0.130
H  -1.92872  -0.22892  -2.98368  0.277
H  -0.34533  0.54663  1.16067  0.123
H  -0.11300  -1.53875  2.40145  0.304
H  0.88276  -0.97519  -2.65008  0.281
C  0.35619  0.61588  2.03593  -0.681
C  -0.97491  0.29114  -2.78583  -0.756
H  1.24155  1.07747  1.56186  0.296
H  0.11554  1.47908  2.71501  0.283
H  -0.09252  -1.07599  -1.32580  0.352
H  1.43557  -1.08207  3.03565  0.225
H  -0.44004  0.57985  -3.84972  0.200
H  0.01842  -0.47674  3.79406  0.295
H  -1.29795  1.32578  -2.41453  0.252
C  0.09598  -0.40926  -2.01101  -0.735
C  0.37372  -0.67803  2.84533  -0.849

Values from the calculation:
ΔE to the lowest compared entry with this formula, charge and spin, eV: 1.686
HOMO energy, eV: -11.0245
Structure (SMILES): CC.CC
LUMO energy, eV: 1.08
Frontier orbital gap, eV: 12.10

***

No. 8
# C4H12

2 unconnected molecules or ions with the total composition C4H12 (the ωB97M-V functional and the def2-TZVPD basis, OMol25).

Each line ends with the Mulliken charge.
Atoms and positions in Å:
H  1.00408  1.57719  -0.97994  0.183
H  0.56602  0.08066  0.94014  0.106
C  0.36674  1.68171  -1.91768  -0.738
H  0.90148  -0.46227  3.02058  0.247
H  1.02234  -2.08668  2.59729  0.309
C  -0.13405  -0.80069  1.19912  -0.650
C  -0.64836  0.44528  -1.90921  -0.717
H  -0.98867  0.26363  -0.90028  0.160
H  -0.16142  -0.37083  -2.41812  0.267
H  0.04354  -1.61067  0.53800  0.332
C  0.30286  -1.31477  2.60757  -0.986
H  -0.14461  2.59764  -1.74003  0.266
H  -1.44258  0.38246  -2.70458  0.324
H  -0.56745  -1.73195  3.11057  0.293
H  -1.08709  -0.38760  1.43235  0.327
H  0.96717  1.73691  -2.87580  0.277

Values from the calculation:
ΔE to the lowest compared entry with this formula, charge and spin, eV: 1.304
HOMO energy, eV: -11.1343
Structure (SMILES): CC.CC
LUMO energy, eV: 1.09
Frontier orbital gap, eV: 12.23